1.
Density functional theory data (ωB97M-V with the def2-TZVPD basis set) for a structure of composition C33H43AlGeN6O6 in a non-equilibrium geometry.

Structure (XYZ):
```
90
Properties=species:S:1:pos:R:3:forces:R:3:lowdin_charge:R:1
Al 0.0429 -0.0006 0.8627 0.173 -0.039 -0.004 0.15
C 2.4295 0.9707 2.8714 -0.004 0.018 -0.016 -0.05
C 1.2197 0.3769 3.5140 -0.006 -0.007 0.012 -0.35
C 0.9364 0.2194 4.8504 -0.033 0.002 -0.025 -0.09
C -0.3397 -0.4061 4.9243 -0.003 0.032 -0.035 -0.09
C -0.7658 -0.6032 3.6292 0.071 0.017 0.006 -0.35
C -2.0243 -1.2728 3.1661 -0.032 -0.013 0.003 -0.03
N 0.1867 -0.1175 2.7592 -0.179 -0.092 0.000 0.06
H 3.0574 1.4511 3.6245 0.006 -0.008 0.005 0.08
H 2.1427 1.7259 2.1388 -0.022 -0.036 0.042 0.02
H 3.0373 0.2202 2.3540 -0.022 -0.002 0.009 0.08
H 1.5803 0.5114 5.6684 -0.009 -0.005 -0.004 0.08
H -0.8771 -0.7047 5.8135 0.001 0.008 -0.012 0.08
H -1.9045 -2.3570 3.1160 0.036 0.003 -0.021 0.05
H -2.3317 -0.9341 2.1763 0.029 0.025 0.026 0.06
H -2.8445 -1.0502 3.8548 0.031 -0.022 0.033 0.07
C -3.2598 4.3612 1.7631 0.000 -0.043 0.036 -0.07
N -2.1902 3.4744 2.1761 -0.012 0.055 0.007 -0.14
C -2.5249 2.4956 3.1998 -0.014 0.010 -0.064 -0.02
C -1.1547 3.2002 1.3364 -0.086 -0.176 0.224 -0.48
C -0.9311 4.1486 0.1879 -0.003 0.008 -0.001 0.01
O -0.4097 2.2533 1.5585 0.225 0.309 -0.229 0.04
H -3.8355 3.9297 0.9377 0.000 -0.005 0.015 0.09
H -2.8767 5.3355 1.4607 0.013 -0.005 -0.020 0.08
H -3.9254 4.5137 2.6124 0.006 0.015 0.008 0.08
H -3.3850 1.8940 2.8876 0.028 -0.024 -0.010 0.10
H -2.7661 3.0084 4.1340 -0.034 0.011 -0.021 0.08
H -1.6790 1.8336 3.3658 0.000 0.015 0.008 0.08
H -0.7350 5.1625 0.5473 0.005 -0.024 0.000 0.09
H -1.8054 4.1572 -0.4602 -0.003 0.006 -0.002 0.08
H -0.0783 3.7910 -0.3777 0.021 -0.005 -0.006 0.05
C 0.3558 -5.2026 -4.2940 -0.002 -0.006 -0.020 -0.06
C -0.5838 -4.9571 -3.1407 0.000 -0.028 0.028 -0.23
C -1.0415 -6.0375 -2.3916 0.011 -0.011 -0.031 -0.06
C -1.8578 -5.8549 -1.2878 0.016 0.013 0.026 -0.09
C -2.2357 -4.5731 -0.9262 0.036 -0.037 0.048 -0.02
C -1.7896 -3.4899 -1.6661 0.039 0.086 -0.041 -0.22
N -2.1316 -2.1748 -1.2413 -0.241 -0.050 0.013 0.12
C -3.1053 -1.4245 -1.8158 0.099 -0.021 0.045 -0.17
C -3.9336 -1.9989 -2.8097 0.000 0.036 0.008 -0.03
C -4.9414 -1.2795 -3.4115 0.009 -0.014 -0.002 -0.11
C -5.1828 0.0480 -3.0628 0.030 -0.010 0.003 -0.13
C -4.3745 0.6231 -2.1008 -0.009 -0.015 -0.003 -0.05
C -3.3435 -0.0684 -1.4665 -0.056 -0.018 0.057 -0.04
C -2.5446 0.7214 -0.4674 0.258 0.107 -0.167 -0.46
O -2.7705 1.9201 -0.3283 -0.123 -0.003 0.101 0.04
O -1.6348 0.0768 0.1925 -0.127 -0.112 -0.002 0.03
C -0.9535 -3.6585 -2.7745 0.036 0.061 -0.024 -0.16
C -0.4468 -2.4453 -3.5075 -0.063 -0.025 0.045 -0.02
H 0.4123 -6.2686 -4.5188 0.004 0.001 0.015 0.07
H 1.3663 -4.8597 -4.0559 -0.028 0.012 0.015 0.08
H 0.0399 -4.6795 -5.1994 -0.012 -0.002 0.019 0.07
H -0.7176 -7.0373 -2.6621 -0.003 0.016 0.009 0.10
H -2.1648 -6.7002 -0.6844 -0.003 -0.004 -0.023 0.10
H -2.8317 -4.3935 -0.0410 -0.014 0.010 0.009 0.12
H -1.5644 -1.7707 -0.5065 0.084 0.044 -0.012 0.11
H -3.7643 -3.0313 -3.0858 0.013 -0.002 -0.003 0.11
H -5.5521 -1.7650 -4.1656 0.000 0.005 -0.001 0.09
H -5.9730 0.6170 -3.5359 -0.002 -0.006 -0.001 0.08
H -4.5113 1.6552 -1.8063 -0.003 -0.003 -0.005 0.11
H -1.1969 -2.0709 -4.2134 -0.009 -0.022 -0.001 0.09
H 0.4639 -2.6619 -4.0635 -0.013 0.025 0.037 0.07
H -0.2209 -1.6398 -2.8085 -0.025 -0.071 -0.084 0.06
N 1.7923 -2.4699 -0.9547 0.005 -0.356 0.273 0.12
C 0.9949 -2.7083 0.0507 -0.054 0.022 0.068 -0.47
O 0.1898 -1.7744 0.5083 -0.144 -0.223 0.114 -0.03
C 0.9063 -4.0016 0.7109 0.069 -0.053 -0.124 -0.22
C -0.0043 -4.2792 1.7496 -0.094 0.077 -0.099 -0.26
N -0.7630 -4.5567 2.5827 0.060 0.020 -0.043 0.10
C 1.6821 -5.0756 0.2274 -0.036 0.088 0.102 -0.30
N 2.3453 -5.9365 -0.1820 -0.016 0.005 -0.039 0.08
H 2.3251 -3.3082 -1.1636 0.043 -0.017 -0.028 0.05
H 1.9029 -1.2200 -1.9607 0.102 -0.665 0.252 0.00
O 0.8394 0.2356 -1.5881 0.144 0.105 0.058 -0.28
O 1.8289 -0.3582 -2.4574 -0.021 0.930 -0.566 -0.13
C 2.8346 3.6648 0.4908 -0.009 0.106 0.037 -0.22
Ge 2.5689 2.2108 -0.8208 -0.053 0.004 0.078 0.82
C 1.8211 3.0164 -2.4447 -0.003 0.027 -0.064 -0.21
C 4.4087 1.6806 -1.2689 0.090 -0.025 -0.021 -0.23
C 1.4950 0.6378 -0.3601 -0.182 -0.060 -0.009 -0.34
H 3.5599 4.3651 0.0638 -0.040 0.002 0.005 0.01
H 3.2389 3.2908 1.4317 0.027 0.041 -0.057 0.00
H 1.9157 4.2096 0.7117 0.007 -0.042 0.018 0.00
H 2.3853 3.9129 -2.7175 -0.027 -0.015 -0.018 0.01
H 0.7688 3.2781 -2.3292 0.018 -0.010 -0.005 0.00
H 1.8924 2.2800 -3.2465 -0.002 0.022 0.015 0.02
H 4.9628 2.5264 -1.6874 0.013 -0.033 0.010 0.00
H 4.3734 0.8709 -1.9983 0.010 0.017 0.008 0.01
H 4.9371 1.3259 -0.3802 -0.013 0.003 -0.023 0.01
H 2.2264 -0.1518 -0.1283 0.021 0.043 0.040 0.05
```
Forces are in eV/Å.

The multiplicity is 1. The value obtained for the energy above the lowest of the compared OMol25 structures with the same formula, charge and spin is 21.1 kcal per mole. As for the gap between HOMO and LUMO: 0.2245 Eh. The LUMO energy comes out at 4.3 eV. The maximum force is 1.089 eV/Å. Its charge is -2. Its total energy is -4382.824588 Ha. As for the HOMO energy: -1.8217 eV.

---

2.
Density functional theory data (ωB97M-V with the def2-TZVPD basis set) for a cluster of 2 separate species, C10H16O in total in a non-equilibrium geometry.

Structure (XYZ):
```
27
Properties=species:S:1:pos:R:3:forces:R:3:nbo_charge:R:1
C -0.9472 -0.0631 2.3306 1.019 -3.967 -0.657 -0.42
C -2.1777 0.5970 3.0143 1.620 1.400 -2.277 -0.61
C -1.0001 -0.5246 0.7770 -1.414 0.092 4.424 0.12
C -1.5930 -1.7287 0.4419 -0.036 -5.201 -4.917 -0.05
C -0.5603 0.2605 -0.2052 1.738 3.618 -1.694 -0.25
C -1.4600 -2.2617 -1.0077 -1.422 1.263 4.461 -0.28
C -0.6173 -0.0004 -1.5601 -0.470 -0.481 1.447 -0.06
C -1.0390 -1.3336 -1.9157 1.002 -0.528 -3.179 0.39
O -0.8697 -1.6333 -3.2501 -0.002 0.895 1.960 -0.57
H 0.0292 0.3937 2.5881 -0.666 0.264 -0.596 0.24
H -0.7814 -1.1551 2.7644 -0.539 2.074 -0.298 0.22
H -2.2113 0.2332 4.0209 0.033 0.738 0.711 0.25
H -1.9819 -2.5313 1.0962 0.148 1.122 0.105 0.26
H -0.1651 1.1952 0.2220 -0.123 -0.117 -1.052 0.26
H -1.8440 -3.2275 -1.3920 0.321 0.594 0.865 0.26
H -0.3980 0.7174 -2.3197 0.311 0.264 -0.330 0.27
H -0.8041 -2.5834 -3.4459 -0.338 0.083 0.265 0.52
H -3.0533 0.2832 2.5263 -1.330 -0.745 -0.570 0.21
H -2.1440 1.7119 2.7356 0.031 -1.452 1.397 0.23
C 3.4019 1.0022 -1.2266 0.262 -1.831 -1.274 -0.62
C 2.5046 2.0920 -0.6308 -2.498 -6.444 1.836 -0.59
H 4.4719 1.2751 -1.3482 -0.808 0.187 -0.131 0.23
H 3.4724 0.0269 -0.6708 -0.426 0.998 -0.056 0.20
H 2.9647 0.6818 -2.2177 0.914 0.454 0.655 0.19
H 2.9226 2.9662 -0.8482 0.722 4.033 -0.661 0.22
H 1.4291 1.8057 -0.9193 1.601 1.472 -0.240 0.17
H 2.4507 1.8006 0.4406 0.352 1.215 -0.196 0.20
```
Forces are in eV/Å.

The multiplicity is 2. The value obtained for the energy above the lowest of the compared OMol25 structures with the same formula, charge and spin is 68.5 kcal per mole. As for the gap between HOMO and LUMO (spin up / spin down): 0.3553 / 0.2186 Eh. The LUMO energy (spin up / spin down) comes out at -4.4 / -8.1 eV. The maximum force is 7.157 eV/Å. Its charge is +1. The expectation value of S² is 0.77. Its total energy is -465.474539 Ha. As for the HOMO energy (spin up / spin down): -14.0453 / -14.0428 eV.

---

Q: Which value of multiplicity does entry 1 give?
A: 1